Entry from the OMol25 dataset: an isolated molecule of C11H8N2OS (wB97M-V/def2-TZVPD).

```
23
Properties=species:S:1:pos:R:3:forces:R:3
C -3.386759 1.538910 0.101516 -0.7996 0.4143 -0.5297
C -4.023458 0.270332 -0.065268 3.9145 0.4112 0.6632
C -2.010010 1.640821 0.058678 1.6681 1.1280 -0.2332
C -3.254292 -0.897786 -0.087328 0.0291 -0.0263 0.0979
C -1.241959 0.452385 -0.106276 -0.0944 0.0032 1.1707
C -1.872939 -0.795820 -0.053716 0.0688 0.3465 -0.8386
C 1.875193 -1.375239 0.012549 1.3736 0.3228 -0.7542
C 0.584754 -1.037760 -0.012610 -2.8934 0.5263 -0.4403
C 1.331217 1.443583 -0.120587 -0.7853 -0.3560 -0.1129
C 0.180947 0.255931 -0.059430 1.3348 4.9844 -0.4085
C 4.172452 -0.845993 0.125720 0.9354 2.0097 -2.4558
N 2.531972 0.848509 -0.060005 2.5849 -0.0452 -0.5969
N 2.780362 -0.434903 -0.127489 -0.1048 0.4419 1.9529
O 1.409639 2.700793 -0.209765 -2.4036 -2.8840 0.3397
S -0.751096 -2.167478 -0.159461 -0.3331 0.8127 0.5638
H -4.063131 2.457866 0.176521 1.2293 -1.4020 -0.0588
H -5.027827 0.350704 -0.109954 -3.2315 -0.5890 -0.1237
H -1.408801 2.634189 0.117014 -1.3481 -1.8105 -0.0761
H -3.522610 -1.945527 -0.100286 -1.3004 0.2184 -0.1214
H 2.115921 -2.366463 0.113504 1.2337 -2.1141 0.0223
H 4.970429 -0.057076 -0.125832 -1.7251 -1.0258 -0.5523
H 4.357011 -0.919344 1.134632 -0.1316 -0.8329 2.4638
H 4.252994 -1.750629 -0.442117 0.7786 -0.5334 0.0281
```
Forces are in eV/Å.

Values from the calculation:
Energy relative to the best compared isomer or geometry (same formula, charge and spin) (eV): 2.3746
F_max (hartree/bohr): 0.1007
Kohn-Sham gap (eV): 7.490
E_tot (a.u.): -1006.81550

Atomic partial charges in e from the natural (NBO) method, atoms 1 to 4:
1 C -0.216
2 C -0.187
3 C -0.176
4 C -0.219